(1)
A single C43H67ClO4P2 molecule, computed with ωB97M-V/def2-TZVPD.

Positions of all 117 atoms, in Å:
C -9.9940 -10.3548 7.6070
C -9.6057 -9.9035 6.1896
C -8.1216 -10.1806 5.9227
C -7.7471 -9.8505 4.4651
C -7.2487 -8.3914 4.2836
C -5.8401 -8.3546 3.7183
C -5.3680 -6.9448 3.3688
C -3.8970 -6.9340 2.8989
C -3.6127 -5.9525 1.7527
C -2.4002 -5.0237 1.9751
C -1.1544 -5.3980 1.1472
C -0.9290 -4.5586 -0.1131
C -0.9776 -3.0299 0.0999
C 0.2487 -2.2718 -0.4630
C 0.9372 -1.4558 0.6468
C 2.4512 -1.2670 0.4162
C 2.9999 0.0481 0.9459
C 3.5518 0.9978 0.0515
C 3.6562 0.7578 -1.4390
C 2.8027 1.7264 -2.2793
C 2.4281 1.1474 -3.6583
C 3.0123 1.9574 -4.8157
C 2.5121 3.3991 -4.8719
C 3.2881 4.2579 -5.9051
C 3.6687 5.6124 -5.2947
C 3.8616 6.6964 -6.3477
C 4.0565 8.0996 -5.7679
C 2.9466 8.5610 -4.8121
C 1.5431 8.3266 -5.3860
C 0.4827 9.2910 -4.8259
C -0.0948 10.2018 -5.9188
C 4.0325 2.2104 0.5598
C 3.9337 2.5103 1.9293
C 3.3862 1.5891 2.8309
P 3.2141 2.0342 4.5963
O 1.8126 1.8542 5.0556
C 2.9486 0.3362 2.3333
P 2.2898 -1.0758 3.3845
O 0.9517 -0.5052 4.0767
Cl 3.6966 -1.2318 4.9410
C 4.4546 3.8567 2.3351
O 5.1285 4.0424 3.3109
C 4.1120 4.9459 1.3873
C 3.6951 6.2068 1.7984
C 3.3923 7.1629 0.8315
C 3.5306 6.8844 -0.5330
C 3.9558 5.6180 -0.9337
C 4.2242 4.6497 0.0260
C 4.6452 3.2704 -0.3185
O 5.4339 3.0440 -1.1932
H -9.1587 -10.1706 8.2798
H -10.1941 -11.4233 7.6060
H -10.8593 -9.8048 7.9666
H -10.1826 -10.4677 5.4592
H -9.7812 -8.8344 6.0773
H -7.5285 -9.5874 6.6207
H -7.9330 -11.2317 6.1454
H -8.6454 -10.0229 3.8765
H -6.9814 -10.5527 4.1389
H -7.9711 -7.8855 3.6430
H -7.3041 -7.9319 5.2701
H -5.8056 -8.9543 2.8071
H -5.1721 -8.7648 4.4764
H -5.4572 -6.3657 4.2917
H -6.0318 -6.4713 2.6460
H -3.2881 -6.7355 3.7798
H -3.6756 -7.9619 2.6081
H -3.5489 -6.4958 0.8099
H -4.4904 -5.3115 1.6657
H -2.7092 -3.9895 1.8472
H -2.1260 -5.1238 3.0246
H -1.3035 -6.4295 0.8227
H -0.2792 -5.4169 1.7950
H 0.0750 -4.7976 -0.4695
H -1.6009 -4.9001 -0.8986
H -1.8661 -2.6620 -0.4124
H -1.1283 -2.8163 1.1552
H 0.9474 -2.9478 -0.9455
H -0.1587 -1.5447 -1.1638
H 0.8274 -2.0350 1.5611
H 0.4374 -0.5055 0.8302
H 2.6185 -1.3578 -0.6466
H 3.0252 -2.0663 0.8850
H 3.4299 -0.2555 -1.7305
H 4.6964 0.9063 -1.7175
H 3.3911 2.6124 -2.4940
H 1.9223 2.0762 -1.7405
H 1.3487 1.0511 -3.7735
H 2.8219 0.1349 -3.7604
H 4.0997 1.8835 -4.8396
H 2.6688 1.4659 -5.7314
H 1.4572 3.3775 -5.1396
H 2.6346 3.8598 -3.8926
H 2.6508 4.4173 -6.7711
H 4.1889 3.7155 -6.1815
H 4.5875 5.5211 -4.7105
H 2.8939 5.9060 -4.5861
H 4.7467 6.4551 -6.9398
H 3.0184 6.7040 -7.0390
H 5.0004 8.1273 -5.2205
H 4.1189 8.8032 -6.5979
H 3.0568 9.6425 -4.7043
H 3.0678 8.1409 -3.8141
H 1.5948 8.4922 -6.4608
H 1.2460 7.2980 -5.1934
H -0.3574 8.7397 -4.4075
H 0.8887 9.9316 -4.0433
H 0.6010 10.9947 -6.1904
H -0.2622 9.6044 -6.8142
H -1.0396 10.6483 -5.6213
H 4.1707 1.3091 5.3163
H 3.5806 3.3736 4.7382
H 0.7180 0.3885 3.7923
H 3.6013 6.4479 2.8469
H 3.0508 8.1473 1.1190
H 3.2920 7.6327 -1.2719
H 4.0703 5.4021 -1.9877

Calculated values
Kohn-Sham gap   7.89 eV
Multiplicity   1
HOMO   -0.3262 Eh
E   -84969.0294 eV

Löwdin population analysis, charges in e, atoms 1 to 4:
1. C -0.11
2. C -0.27
3. C -0.24
4. C -0.20

---

(2)
C34H36F5IrN3O4PS as an isolated structure, computed with ωB97M-V/def2-TZVPD.

Positions of all 85 atoms, in Å:
Ir -0.3862 -0.3213 0.6006
C 1.2576 1.8647 3.4392
C 0.3284 0.7270 3.6396
N -0.2107 -0.0471 2.7136
C -1.0854 -0.9003 3.3468
C -1.0548 -0.6620 4.6849
N -0.1592 0.3630 4.8409
C -1.7301 -1.2187 5.8934
O -2.6024 -2.1846 5.7043
O -1.4442 -0.7587 6.9677
C -1.9182 -1.8030 2.5315
O -2.6874 -2.6004 3.0260
O -1.7696 -1.6432 1.2322
H 1.7882 1.7692 2.4967
H 1.9821 1.9196 4.2507
H 0.6929 2.7985 3.4134
H 0.0617 0.7551 5.7468
H -2.7079 -2.4185 4.7469
F -7.0363 2.0035 0.3819
C -5.7181 1.9382 0.4041
C -4.9904 2.2909 -0.7220
F -5.6209 2.6781 -1.8235
C -3.6118 2.2020 -0.6965
F -2.9403 2.5033 -1.8085
C -2.9280 1.7883 0.4416
S -1.1828 1.8476 0.5007
C -3.6867 1.4622 1.5641
F -3.0779 1.0623 2.6825
C -5.0655 1.5186 1.5554
F -5.7653 1.1893 2.6316
N 1.3561 0.2954 0.2036
C 2.5031 0.8069 0.1402
C 2.7695 2.2716 0.2170
C 3.9187 2.7060 0.8810
C 4.1563 4.0613 1.0446
C 3.2584 4.9916 0.5409
C 2.1172 4.5645 -0.1235
C 1.8690 3.2107 -0.2805
C 3.6617 -0.1376 0.0517
C 3.6761 -1.2870 0.8356
C 4.7172 -2.1937 0.7161
C 5.7327 -1.9642 -0.2024
C 5.7140 -0.8226 -0.9927
C 4.6848 0.0971 -0.8623
H 4.6190 1.9850 1.2802
H 5.0461 4.3904 1.5643
H 3.4498 6.0493 0.6633
H 1.4194 5.2872 -0.5247
H 0.9844 2.8875 -0.8063
H 2.8768 -1.4605 1.5469
H 4.7384 -3.0777 1.3395
H 6.5427 -2.6745 -0.3002
H 6.5046 -0.6465 -1.7096
H 4.6682 0.9893 -1.4756
C 0.1589 1.0864 -2.8596
C -0.8049 -0.0851 -3.0213
C -0.5462 -0.7813 -4.3634
P -0.8545 -1.1919 -1.5463
C -2.5102 -2.0278 -1.5979
C -3.6584 -1.1584 -1.0915
C -2.9203 -2.5522 -2.9805
C 0.4016 -2.5573 -1.6388
C 1.7752 -2.0652 -2.0967
C 0.0212 -3.8224 -2.4076
H 0.0793 1.7358 -3.7327
H 1.1942 0.7462 -2.7894
H -0.0849 1.6715 -1.9788
H -1.8245 0.3201 -3.0346
H 0.4945 -1.0864 -4.4543
H -0.7397 -0.0634 -5.1618
H -1.1749 -1.6482 -4.5433
H -2.3850 -2.8664 -0.9070
H -3.8211 -0.3027 -1.7487
H -3.5028 -0.8179 -0.0754
H -4.5712 -1.7556 -1.1057
H -3.1408 -1.7281 -3.6597
H -3.8442 -3.1200 -2.8614
H -2.1943 -3.2064 -3.4509
H 0.4816 -2.8416 -0.5791
H 1.8062 -1.9305 -3.1762
H 2.5279 -2.8127 -1.8411
H 2.0676 -1.1314 -1.6276
H -0.0959 -3.6250 -3.4732
H -0.8841 -4.2934 -2.0308
H 0.8343 -4.5421 -2.2983

Calculated values
Kohn-Sham gap (spin up / spin down)   7.13 / 6.83 eV
Multiplicity   2
HOMO (spin up / spin down)   -0.4254 / -0.4256 Eh
Expectation value of S²   0.80
Net charge   +1
E   -85049.4759 eV

Löwdin population analysis, charges in e, atoms 1 to 4:
1. Ir 1.08
2. C 0.03
3. C -0.31
4. N -0.01

---

Which of these has the lowest multiplicity?
C43H67ClO4P2

---

What is the formula in the second record?
C34H36F5IrN3O4PS